{"formula": "C6H13NO3", "method": "ωB97M-V/def2-TZVPD", "charge": 0, "e_homo_ev": -9.34, "orbital_gap_ev": 9.888, "de_lowest_kj_mol": 404.5, "lumo_energy_ev": 0.55, "species": ["C", "N", "C", "O", "C", "C", "C", "C", "O", "H", "H", "H", "H", "H", "H", "H", "H", "H", "H", "H", "H", "O", "H"], "positions_angstrom": [[1.51123, -0.75330, -2.14890], [2.62527, -0.56020, -1.22238], [3.85252, -1.48188, -1.38999], [3.85147, -2.19866, -2.42105], [5.06271, -0.70825, -0.93500], [6.48960, -1.18314, -1.16263], [6.84204, -2.51093, -1.78555], [5.95630, -0.03643, -1.96516], [5.69507, -0.21037, -3.31676], [0.75616, 0.02002, -1.97074], [1.87188, -0.69357, -3.18293], [1.07020, -1.73945, -1.96466], [2.88554, 0.41968, -1.14955], [4.91039, -0.14276, -0.01314], [7.16012, -0.88897, -0.35131], [6.27964, -2.69501, -2.70677], [7.91314, -2.52897, -2.03284], [6.63714, -3.33739, -1.09011], [6.30784, 0.96910, -1.72044], [5.01796, -0.91101, -3.38870], [2.31655, -1.29860, -0.07379], [3.22559, -2.42758, 0.08790], [2.90906, -3.22411, -0.35119]]}

{"formula": "C6H13NO3", "method": "ωB97M-V/def2-TZVPD", "charge": 0, "smiles": "CCC(C)=O.CNC(=O)O", "e_homo_ev": -8.99, "orbital_gap_ev": 9.276, "de_lowest_kj_mol": 327.2, "lumo_energy_ev": 0.29, "species": ["C", "C", "C", "C", "O", "H", "H", "H", "H", "H", "H", "H", "H", "C", "N", "C", "O", "O", "H", "H", "H", "H", "H"], "positions_angstrom": [[-1.63334, 1.50496, -0.96629], [-1.40492, 0.71660, 0.31092], [-0.86523, -0.92389, -0.04255], [-1.05812, -1.77860, 1.18729], [-1.25818, -1.32451, -1.11582], [-2.24244, 0.93046, -1.66443], [-0.68349, 1.72610, -1.45159], [-2.16227, 2.43773, -0.76493], [-2.35885, 0.46800, 0.78084], [-0.93578, 1.31537, 1.09155], [-0.79807, -2.81332, 0.96008], [-0.42694, -1.43168, 2.00037], [-2.09031, -1.74101, 1.52628], [1.65202, -0.54650, -1.50159], [1.70806, -0.45299, -0.04817], [1.44011, 0.58767, 0.86541], [0.99824, 0.31612, 1.96341], [2.29095, 1.63860, 0.69623], [0.99501, -1.39709, -1.66154], [1.35941, 0.36363, -2.01625], [2.60286, -0.95259, -1.84795], [2.62147, -0.83060, 0.20722], [2.24982, 2.18753, 1.49152]]}

{"formula": "C6H13NO3Si", "method": "ωB97M-V/def2-TZVPD", "charge": 0, "e_homo_ev": [-8.88, -9.14], "orbital_gap_ev": [7.162, 8.723], "de_lowest_kj_mol": 864.6, "lumo_energy_ev": [-1.72, -0.42], "species": ["C", "C", "C", "C", "C", "C", "N", "O", "O", "O", "Si", "H", "H", "H", "H", "H", "H", "H", "H", "H", "H", "H", "H", "H"], "positions_angstrom": [[0.70143, -1.15212, -1.24949], [0.62754, 0.74116, 1.07613], [2.81758, 0.64793, -0.33990], [1.74815, 1.40116, 0.31471], [-1.96886, 0.56736, -0.79604], [-1.22645, -1.87870, 0.82558], [3.39184, -0.47853, 0.22596], [4.08260, -1.21460, -0.53153], [3.14539, -0.76725, 1.39906], [1.13293, 2.33812, -0.41428], [-0.51441, -0.35558, -0.02526], [0.95646, -0.82295, -2.25334], [0.79226, -2.26785, -1.27176], [1.04226, 0.18833, 1.94624], [-0.08226, 1.53452, 1.49026], [3.18053, 0.95755, -1.35506], [2.40828, 2.10918, 1.10333], [-2.01226, 1.58792, -0.47962], [-1.93775, 0.51916, -1.90591], [-2.93939, 0.12304, -0.46029], [-2.24958, -1.92680, 0.50482], [-0.69634, -2.87133, 0.91531], [-1.32597, -1.61540, 1.81172], [1.79594, 2.93435, -0.92738]]}

{"formula": "C6H13NO4", "method": "ωB97M-V/def2-TZVPD", "charge": 0, "e_homo_ev": -8.82, "orbital_gap_ev": 9.140, "de_lowest_kj_mol": 770.5, "lumo_energy_ev": 0.32, "species": ["C", "C", "C", "C", "C", "C", "H", "H", "H", "H", "H", "H", "H", "H", "H", "H", "H", "H", "H", "N", "O", "O", "O", "O"], "positions_angstrom": [[-1.78683, -0.23931, -0.92971], [-1.10467, 0.11252, 0.22056], [0.81301, 1.44066, 0.73901], [1.60907, 0.51270, -0.29124], [1.18586, -1.00864, -0.06922], [-0.19822, -1.06081, 0.74571], [-2.29381, 1.74872, -0.82137], [-2.46954, -1.12295, -0.55197], [-0.89200, -0.49487, -1.66500], [-1.73063, -0.17545, 1.33454], [-0.89492, 1.81676, 1.12423], [1.07239, 0.66933, 1.80128], [1.31807, 2.50308, 1.00372], [2.78424, 0.36871, -0.28281], [1.83801, 0.55498, -2.36163], [1.89059, -1.43876, 0.59381], [1.23731, -2.47137, -1.53067], [-0.47068, -2.17901, 0.39585], [-0.66276, -0.25236, 2.44198], [-0.54501, 1.40075, 0.32949], [-2.70460, 0.84172, -1.26866], [0.99423, 0.89622, -1.49409], [0.89311, -1.51210, -1.53511], [0.11777, -0.91050, 2.07131]]}

{"formula": "C6H13NO4S", "method": "ωB97M-V/def2-TZVPD", "charge": 0, "smiles": "O=S(=O)(O)CCN1CCOCC1", "e_homo_ev": -8.91, "orbital_gap_ev": 9.369, "de_lowest_kj_mol": 126.1, "lumo_energy_ev": 0.46, "species": ["O", "S", "O", "O", "C", "C", "N", "C", "C", "O", "C", "C", "H", "H", "H", "H", "H", "H", "H", "H", "H", "H", "H", "H", "H"], "positions_angstrom": [[3.61584, -0.59558, 1.13600], [3.25873, 0.05069, -0.10809], [3.66972, 1.38787, -0.38072], [3.82664, -0.87836, -1.38428], [1.50996, -0.14277, -0.20668], [0.71594, 0.61554, 0.87077], [-0.72463, 0.58249, 0.75662], [-1.38806, -0.69601, 1.00523], [-1.97158, -1.36707, -0.18305], [-2.87549, -0.55803, -0.92765], [-2.73689, 0.83253, -0.57622], [-1.26071, 1.27330, -0.38722], [4.65875, -1.35340, -0.98068], [1.34220, -1.23702, -0.06852], [1.23655, 0.17966, -1.24654], [1.02241, 0.13724, 1.83567], [1.05525, 1.66560, 0.85883], [-0.68929, -1.36792, 1.53398], [-2.19111, -0.56940, 1.68190], [-1.16787, -1.73765, -0.90495], [-2.56107, -2.21191, 0.08400], [-3.24995, 1.40253, -1.37706], [-3.24094, 1.03195, 0.41150], [-0.65435, 1.23166, -1.33017], [-1.19999, 2.32405, -0.11267]]}

{"formula": "C6H13NO5S", "method": "ωB97M-V/def2-TZVPD", "charge": 0, "smiles": "O=S(=O)([O-])[C@H]1C[N+]1(CCO)CCO", "e_homo_ev": -9.36, "orbital_gap_ev": 9.396, "de_lowest_kj_mol": 195.7, "lumo_energy_ev": 0.04, "species": ["O", "S", "O", "O", "C", "C", "N", "C", "C", "O", "C", "C", "O", "H", "H", "H", "H", "H", "H", "H", "H", "H", "H", "H", "H", "H"], "positions_angstrom": [[3.15998, 1.20662, 0.47313], [3.31774, -0.06196, -0.20739], [4.08950, -1.09440, 0.43046], [3.43973, 0.02909, -1.65508], [1.61378, -1.03801, -0.11631], [0.70712, -0.99867, 0.98239], [0.20365, -0.33550, -0.20980], [-0.86837, -1.10228, -0.93759], [-2.21860, -0.88522, -0.39812], [-2.41432, -1.39867, 0.92555], [0.33879, 1.13413, -0.36117], [-0.61558, 1.90345, 0.63809], [-1.73547, 2.38355, -0.07001], [1.86895, -1.75915, -0.84116], [0.15422, -1.92481, 1.34721], [0.83066, -0.20116, 1.69919], [-0.74498, -0.74765, -2.06328], [-0.71916, -2.19679, -0.74300], [-2.56121, 0.19199, -0.45283], [-2.80737, -1.58061, -1.08267], [-3.38753, -1.48086, 1.15750], [1.35208, 1.31471, -0.25290], [0.10610, 1.53691, -1.33490], [-0.96578, 1.12229, 1.38802], [-0.17343, 2.70226, 1.32274], [-1.97050, 3.28074, 0.36194]]}

{"formula": "C6H13O", "method": "ωB97M-V/def2-TZVPD", "charge": -1, "e_homo_ev": -2.58, "orbital_gap_ev": 6.404, "de_lowest_kj_mol": 48.5, "lumo_energy_ev": 3.83, "species": ["C", "C", "C", "C", "H", "H", "H", "H", "H", "H", "H", "H", "C", "O", "C", "H", "H", "H", "H", "H"], "positions_angstrom": [[0.05255, 1.78510, -2.63660], [0.34125, 0.90517, -1.44960], [0.14767, 1.32000, -0.20411], [0.82817, -0.48841, -1.75309], [0.92304, 1.82393, -3.29720], [-0.18353, 2.80858, -2.33797], [-0.76940, 1.39533, -3.24124], [0.40368, 0.67223, 0.63587], [-0.26447, 2.31594, -0.04806], [0.93813, -1.04556, -0.80753], [1.77886, -0.45995, -2.29687], [0.10576, -0.98669, -2.41039], [-0.48913, -1.47216, 1.73222], [0.73925, -1.31966, 1.20368], [-0.58557, -1.04605, 3.21260], [-0.86142, -2.53219, 1.70924], [-1.28875, -0.88819, 1.20582], [-1.58211, -1.22513, 3.63830], [-0.37676, 0.02481, 3.31716], [0.14276, -1.58709, 3.82780]]}

{"formula": "C6H13O2", "method": "ωB97M-V/def2-TZVPD", "charge": -1, "e_homo_ev": -2.07, "orbital_gap_ev": 4.757, "de_lowest_kj_mol": 388.6, "lumo_energy_ev": 2.69, "species": ["C", "O", "C", "C", "C", "C", "C", "H", "H", "H", "H", "H", "H", "H", "H", "H", "H", "H", "H", "H", "O"], "positions_angstrom": [[-1.78710, 2.74920, -0.62108], [-3.05576, 3.20382, -0.68996], [-1.62394, 1.36755, -1.36455], [-1.45894, 0.15471, -0.47779], [-0.08978, 0.30976, 0.07846], [0.87347, -0.59451, -0.04060], [2.23925, -0.38835, 0.60736], [-1.43505, 2.67293, 0.41992], [-1.11165, 3.51237, -1.05849], [-2.53393, 1.33937, -2.01163], [-0.70675, 1.50031, -1.93573], [-2.19097, 0.16443, 0.39144], [-1.61234, -0.82905, -1.16706], [0.20599, 1.28013, 0.68694], [0.83597, -1.53889, -0.54182], [2.84593, -1.27028, 0.39373], [2.22228, -0.06470, 1.68570], [2.69132, 0.50848, 0.17067], [1.77456, -4.43967, 2.55703], [1.93182, -4.55165, 1.03141], [1.98565, -5.08594, 1.88605]]}

{"formula": "C6H13O3P", "method": "ωB97M-V/def2-TZVPD", "charge": 0, "e_homo_ev": [-9.38, -9.39], "orbital_gap_ev": [7.668, 7.669], "de_lowest_kj_mol": 48.6, "lumo_energy_ev": [-1.72, -1.72], "species": ["C", "C", "C", "C", "C", "C", "O", "O", "O", "P", "H", "H", "H", "H", "H", "H", "H", "H", "H", "H", "H", "H", "H"], "positions_angstrom": [[0.67271, 0.76705, 0.15890], [0.00384, -0.54948, 0.27192], [2.10694, 0.95976, -0.02396], [-0.04987, -0.85521, 1.79533], [0.72793, -1.67637, -0.46197], [-2.94867, 1.17360, -1.48504], [-1.78999, -1.07691, -2.63651], [-0.25377, 0.87649, -2.05268], [-1.31866, -0.43710, -0.15051], [-1.51462, 0.06259, -1.74774], [0.04595, 1.61383, 0.40146], [2.42881, 0.47629, -0.94802], [2.65108, 0.46124, 0.78328], [2.37481, 2.01185, -0.04708], [-0.56957, -1.80020, 1.91723], [-0.61178, -0.08115, 2.31038], [0.94957, -0.92810, 2.21212], [1.69915, -1.88373, -0.02479], [0.83045, -1.39841, -1.50794], [0.11085, -2.56754, -0.41472], [-3.28938, 1.50196, -2.46147], [-3.73802, 0.61509, -0.99485], [-2.66384, 2.03215, -0.88524]]}

{"formula": "C6H13O3Sn", "method": "ωB97M-V/def2-TZVPD", "charge": 0, "e_homo_ev": [-3.94, -6.84], "orbital_gap_ev": [4.742, 7.546], "spin_multiplicity": 2, "de_lowest_kj_mol": 182.1, "lumo_energy_ev": [0.80, 0.71], "s_squared": 0.7539, "species": ["C", "O", "C", "C", "O", "C", "C", "O", "C", "Sn", "H", "H", "H", "H", "H", "H", "H", "H", "H", "H", "H", "H", "H"], "positions_angstrom": [[-1.57944, -1.31288, 2.70503], [-0.99162, -0.47429, 1.74406], [0.16127, 0.28999, 2.18290], [0.48241, 1.35128, 1.19181], [1.46938, 0.84320, 0.25487], [1.54240, 1.34133, -1.04995], [1.07638, 0.28099, -2.02540], [-0.30477, -0.01164, -1.84401], [-0.77822, -1.06208, -2.66872], [-1.24419, 0.49112, -0.06775], [-2.39196, -1.87448, 2.22760], [-0.83201, -2.03004, 3.08167], [-1.98996, -0.71295, 3.53327], [0.96971, -0.45437, 2.31494], [0.91388, 2.24591, 1.66230], [2.59673, 1.55943, -1.28015], [0.99124, 2.28637, -1.18748], [1.64143, -0.64864, -1.84354], [1.24092, 0.61325, -3.06274], [-1.44136, -1.71802, -2.09361], [-1.34486, -0.63799, -3.50989], [0.06132, -1.68288, -3.01554], [-0.24868, 1.31737, 2.75031]]}

{"formula": "C6H13O3Yb", "method": "ωB97M-V/def2-TZVPD", "charge": 2, "e_homo_ev": [-16.80, -16.99], "orbital_gap_ev": [8.080, 7.252], "spin_multiplicity": 2, "de_lowest_kj_mol": 178.1, "lumo_energy_ev": [-8.72, -9.74], "s_squared": 0.7652, "species": ["C", "O", "C", "C", "O", "C", "C", "O", "H", "H", "H", "H", "H", "H", "H", "H", "H", "H", "Yb", "C", "H", "H", "H"], "positions_angstrom": [[-3.15806, 0.69444, -0.01259], [-1.74996, 0.82269, -0.03220], [-1.05921, 0.81984, 1.23495], [0.38956, 1.11075, 0.92773], [1.29468, 0.35426, 1.70752], [2.47147, 0.16606, 0.94761], [2.10938, -0.83642, -0.13262], [0.80103, -0.50591, -0.59641], [-3.48533, 0.68224, -1.05765], [-3.42030, -0.25519, 0.47487], [-3.59318, 1.56139, 0.50477], [-1.20432, -0.16680, 1.70120], [-1.48517, 1.66981, 1.78880], [0.58601, 2.12934, 1.31692], [3.21994, -0.28956, 1.60766], [2.86404, 1.08759, 0.48840], [1.84854, -1.81029, 0.30594], [2.90481, -0.95216, -0.87831], [-0.20898, 1.09457, -1.51520], [0.29383, -1.60223, -2.01619], [-0.24976, -2.30704, -1.37248], [-0.39272, -1.55695, -2.87494], [1.22368, -1.91040, -2.51777]]}